{
  "formula": "C25H40F5NO17S",
  "method": "ωB97M-V/def2-TZVPD",
  "e_homo_ha": -0.3902,
  "e_lumo_ha": -0.0071,
  "smiles": "C[C@@H](O)CO[C@H]1[C@@H](C(F)(F)C(F)(F)F)[C@H](CCOC=O)[C@@H](OC#N)OS1(=O)=O.CCOC(=O)OC.CCOC(=O)OC.CCOC(=O)OC",
  "largest_force_ev_per_a": 2.54,
  "species": ["C", "C", "O", "C", "O", "C", "C", "C", "F", "F", "C", "F", "F", "F", "C", "C", "C", "O", "C", "O", "C", "O", "C", "N", "O", "S", "O", "O", "H", "H", "H", "H", "H", "H", "H", "H", "H", "H", "H", "H", "H", "H", "H", "H", "C", "C", "O", "C", "O", "O", "C", "H", "H", "H", "H", "H", "H", "H", "H", "C", "C", "O", "C", "O", "O", "C", "H", "H", "H", "H", "H", "H", "H", "H", "C", "C", "O", "C", "O", "O", "C", "H", "H", "H", "H", "H", "H", "H", "H"],
  "xyz": [[5.064, 1.812, 1.049], [3.601, 1.611, 0.559], [3.068, 0.363, 0.969], [2.686, 2.802, 1.015], [1.909, 3.379, -0.042], [0.765, 2.651, -0.369], [-0.565, 3.435, -0.216], [-0.688, 4.687, -1.107], [-1.067, 4.396, -2.383], [0.439, 5.415, -1.190], [-1.805, 5.666, -0.556], [-1.581, 6.866, -1.136], [-1.697, 5.864, 0.762], [-3.037, 5.304, -0.924], [-1.785, 2.463, -0.496], [-2.596, 2.153, 0.820], [-4.108, 2.076, 0.432], [-4.881, 1.312, 1.370], [-5.757, 2.126, 2.058], [-5.910, 1.999, 3.223], [-1.351, 1.156, -1.197], [-2.506, 0.391, -1.598], [-2.167, -0.545, -2.476], [-2.071, -1.214, -3.393], [-0.597, 1.401, -2.391], [0.938, 1.825, -2.019], [1.684, 0.614, -1.840], [1.501, 2.727, -2.969], [5.707, 1.092, 0.510], [5.441, 2.822, 0.812], [5.150, 1.649, 2.141], [3.652, 1.666, -0.546], [2.411, 0.478, 1.664], [2.059, 2.527, 1.893], [3.365, 3.596, 1.375], [0.708, 1.804, 0.349], [-0.630, 3.719, 0.849], [-2.521, 2.931, -1.180], [-2.229, 1.229, 1.298], [-2.501, 3.034, 1.481], [-4.243, 1.729, -0.607], [-4.480, 3.123, 0.454], [-6.333, 2.909, 1.514], [-0.773, 0.488, -0.520], [-0.324, -3.947, -4.292], [-0.689, -5.117, -3.403], [-1.678, -5.949, -4.025], [-1.227, -6.760, -4.986], [-0.085, -6.860, -5.359], [-2.273, -7.429, -5.483], [-1.952, -8.268, -6.592], [-1.216, -3.393, -4.580], [0.360, -3.272, -3.776], [0.156, -4.285, -5.211], [-1.132, -4.746, -2.478], [0.188, -5.705, -3.126], [-1.133, -8.944, -6.352], [-1.700, -7.658, -7.460], [-2.838, -8.856, -6.821], [1.632, -9.138, -1.766], [3.068, -8.663, -1.852], [3.267, -7.457, -1.103], [3.358, -7.609, 0.219], [3.303, -8.650, 0.822], [3.507, -6.397, 0.765], [3.528, -6.401, 2.192], [0.948, -8.342, -2.066], [1.473, -10.002, -2.412], [1.369, -9.419, -0.747], [3.312, -8.423, -2.886], [3.767, -9.435, -1.525], [4.275, -7.096, 2.574], [2.541, -6.652, 2.580], [3.788, -5.395, 2.515], [-2.539, 7.243, 3.938], [-2.425, 6.370, 5.170], [-1.103, 5.828, 5.306], [-0.180, 6.674, 5.772], [-0.364, 7.818, 6.094], [0.991, 6.029, 5.804], [2.093, 6.847, 6.202], [-2.217, 6.695, 3.051], [-3.568, 7.574, 3.795], [-1.903, 8.125, 4.018], [-3.095, 5.515, 5.078], [-2.711, 6.909, 6.074], [1.893, 7.344, 7.150], [2.313, 7.580, 5.426], [2.954, 6.193, 6.323]]
}

---

{
  "formula": "C25H40GaNP3",
  "method": "ωB97M-V/def2-TZVPD",
  "e_homo_ha": -0.2943,
  "charge": 1,
  "de_lowest_kj_mol": 13.6,
  "e_lumo_ha": -0.1095,
  "largest_force_ev_per_a": 2.50,
  "species": ["C", "C", "C", "C", "C", "C", "C", "C", "C", "C", "C", "C", "C", "H", "H", "H", "H", "H", "H", "H", "N", "Ga", "C", "H", "H", "C", "H", "H", "P", "P", "C", "H", "H", "H", "C", "H", "H", "H", "C", "H", "H", "H", "C", "H", "H", "H", "H", "H", "C", "C", "P", "C", "C", "C", "C", "H", "H", "H", "H", "H", "H", "H", "H", "H", "H", "H", "H", "H", "H", "H"],
  "xyz": [[-3.817, -2.846, 0.697], [-2.938, -2.186, -0.152], [-3.211, -0.813, -0.449], [-4.043, -0.077, 0.420], [-4.932, -0.761, 1.245], [-4.852, -2.147, 1.346], [-3.834, 1.399, 0.428], [-3.538, 1.916, -0.947], [-2.753, 1.083, -1.771], [-2.010, 1.670, -2.843], [-2.387, 2.930, -3.271], [-3.383, 3.660, -2.600], [-3.924, 3.170, -1.415], [-3.668, -3.913, 0.850], [-5.684, -0.193, 1.801], [-5.556, -2.701, 1.967], [-4.691, 1.910, 0.858], [-1.884, 3.333, -4.143], [-3.691, 4.625, -2.993], [-4.658, 3.745, -0.842], [-2.637, -0.247, -1.537], [0.317, 0.109, 0.063], [-1.700, -2.818, -0.739], [-1.653, -2.604, -1.819], [-1.713, -3.900, -0.554], [-0.873, 0.889, -3.452], [-1.218, -0.136, -3.656], [-0.554, 1.383, -4.382], [-0.130, -2.181, 0.008], [0.630, 0.666, -2.380], [1.502, 2.266, -2.527], [2.460, 2.225, -1.990], [1.695, 2.491, -3.587], [0.895, 3.073, -2.095], [1.620, -0.472, -3.398], [1.916, 0.033, -4.327], [2.516, -0.771, -2.841], [1.033, -1.365, -3.643], [-0.129, -2.810, 1.723], [-0.386, -3.879, 1.699], [0.856, -2.684, 2.198], [-0.879, -2.272, 2.317], [1.174, -3.152, -0.821], [2.161, -2.866, -0.434], [0.991, -4.217, -0.611], [1.149, -2.982, -1.905], [-2.913, 1.608, 1.057], [-0.508, 1.446, 0.295], [3.927, -2.105, 1.799], [3.154, -1.049, 2.589], [2.169, 0.154, 1.601], [1.350, 1.175, 2.892], [2.270, 1.777, 3.946], [3.332, 1.211, 0.643], [4.662, 1.492, 1.334], [3.274, -2.881, 1.376], [4.624, -2.609, 2.480], [4.526, -1.663, 0.993], [2.457, -1.522, 3.303], [3.852, -0.443, 3.191], [0.760, 1.938, 2.360], [0.624, 0.507, 3.383], [2.962, 2.513, 3.525], [1.663, 2.295, 4.694], [2.847, 1.011, 4.476], [3.511, 0.679, -0.307], [2.821, 2.148, 0.369], [5.199, 0.576, 1.601], [5.309, 2.064, 0.660], [4.540, 2.094, 2.240]]
}

---

{
  "formula": "C25H40N",
  "method": "ωB97M-V/def2-TZVPD",
  "e_homo_ha": -0.4392,
  "charge": 1,
  "de_lowest_kj_mol": 16.9,
  "e_lumo_ha": -0.1672,
  "smiles": "CCCCCCCCCCCCCCCC[n+]1cccc2ccccc21",
  "largest_force_ev_per_a": 1.13,
  "species": ["C", "C", "C", "C", "C", "C", "C", "C", "C", "C", "C", "C", "C", "C", "C", "C", "N", "C", "C", "C", "C", "C", "C", "C", "C", "C", "H", "H", "H", "H", "H", "H", "H", "H", "H", "H", "H", "H", "H", "H", "H", "H", "H", "H", "H", "H", "H", "H", "H", "H", "H", "H", "H", "H", "H", "H", "H", "H", "H", "H", "H", "H", "H", "H", "H", "H"],
  "xyz": [[-1.766, -6.850, 4.301], [-1.599, -6.139, 5.638], [-1.482, -4.621, 5.504], [-0.198, -4.181, 4.800], [0.034, -2.672, 4.865], [-0.984, -1.867, 4.060], [-0.662, -0.374, 4.065], [-1.681, 0.429, 3.261], [-1.492, 1.943, 3.373], [-0.154, 2.471, 2.854], [0.066, 2.204, 1.366], [1.324, 2.906, 0.858], [1.676, 2.557, -0.589], [0.626, 3.052, -1.584], [1.091, 2.994, -3.039], [1.337, 1.552, -3.502], [1.653, 1.508, -4.920], [2.933, 1.484, -5.276], [3.342, 1.487, -6.602], [2.389, 1.515, -7.593], [1.027, 1.547, -7.246], [0.016, 1.581, -8.231], [-1.303, 1.624, -7.876], [-1.660, 1.636, -6.520], [-0.705, 1.602, -5.534], [0.659, 1.553, -5.866], [-2.620, -6.448, 3.759], [-0.879, -6.734, 3.683], [-1.931, -7.914, 4.458], [-2.463, -6.365, 6.267], [-0.714, -6.527, 6.147], [-1.502, -4.179, 6.503], [-2.349, -4.247, 4.956], [0.648, -4.683, 5.276], [-0.226, -4.493, 3.754], [1.035, -2.456, 4.480], [0.008, -2.346, 5.907], [-0.999, -2.231, 3.029], [-1.981, -2.015, 4.477], [0.338, -0.226, 3.653], [-0.652, -0.013, 5.096], [-1.639, 0.125, 2.213], [-2.682, 0.187, 3.626], [-1.588, 2.228, 4.423], [-2.300, 2.435, 2.826], [-0.126, 3.550, 3.023], [0.664, 2.032, 3.427], [-0.806, 2.557, 0.813], [0.165, 1.130, 1.196], [1.199, 3.987, 0.948], [2.164, 2.620, 1.495], [1.789, 1.474, -0.669], [2.637, 3.017, -0.832], [0.389, 4.091, -1.351], [-0.291, 2.471, -1.473], [0.336, 3.457, -3.677], [2.015, 3.566, -3.149], [2.179, 1.133, -2.950], [0.463, 0.931, -3.300], [3.661, 1.457, -4.479], [4.394, 1.465, -6.831], [2.670, 1.514, -8.635], [0.312, 1.573, -9.269], [-2.073, 1.649, -8.630], [-2.703, 1.673, -6.247], [-1.027, 1.620, -4.506]]
}